Computed, not measured: a cluster of 2 separate species, C28H34N2O6 in total, with ωB97M-V/def2-TZVPD.

The HOMO-LUMO gap is 5.265 eV. For the HOMO energy, the calculation gives -6.69 eV. The calculation puts the strongest force on any atom at 1.91 eV/A. The calculated total energy is -44851.74156 eV.

ORCA input file:
```
! RIJCOSX wB97M-V def2-TZVPD def2/J DEFGRID3
* xyz 0 1
C 2.207 4.193 2.819
C 2.971 2.903 2.734
O 3.211 2.620 1.338
C 3.536 1.316 1.124
C 3.468 1.034 -0.288
C 3.738 -0.294 -0.790
O 4.488 -1.152 -0.324
O 3.098 -0.491 -1.978
C 3.427 -1.759 -2.592
C 2.710 -1.779 -3.911
C 2.267 1.654 -0.886
O 1.166 1.584 -0.356
O 2.482 2.245 -2.075
C 1.268 2.644 -2.760
C 1.436 2.411 -4.232
O 3.815 0.536 2.028
H 1.919 4.361 3.859
H 2.810 5.043 2.487
H 1.300 4.144 2.211
H 3.940 2.963 3.248
H 2.379 2.078 3.149
H 4.517 -1.832 -2.721
H 3.079 -2.574 -1.941
H 2.856 -2.743 -4.400
H 1.635 -1.626 -3.769
H 3.086 -0.999 -4.583
H 0.444 2.043 -2.365
H 1.096 3.701 -2.528
H 0.600 2.873 -4.762
H 2.375 2.831 -4.609
H 1.418 1.337 -4.447
C 6.849 3.369 -6.817
N 6.852 2.267 -5.880
C 6.882 0.965 -6.513
C 6.692 2.423 -4.536
C 6.334 1.320 -3.709
C 6.134 1.495 -2.356
C 6.459 2.706 -1.700
C 6.484 2.812 -0.282
C 6.660 1.775 0.622
C 6.783 1.967 2.075
C 6.844 3.087 2.885
C 6.934 2.902 4.276
C 6.889 1.620 4.846
C 6.776 0.482 4.035
C 6.762 0.687 2.664
N 6.663 -0.252 1.639
C 6.495 -1.680 1.832
C 6.683 0.368 0.433
C 6.775 3.822 -2.535
C 6.869 3.695 -3.908
H 6.593 4.306 -6.321
H 7.832 3.469 -7.296
H 6.111 3.178 -7.609
H 7.133 0.184 -5.791
H 5.912 0.732 -6.977
H 7.642 0.960 -7.304
H 6.196 0.326 -4.137
H 5.708 0.679 -1.781
H 6.529 3.819 0.142
H 6.827 4.074 2.423
H 7.027 3.776 4.924
H 6.930 1.507 5.930
H 6.684 -0.527 4.430
H 6.541 -1.899 2.902
H 5.524 -1.996 1.426
H 7.288 -2.226 1.303
H 6.799 -0.197 -0.483
H 6.961 4.790 -2.065
H 7.111 4.572 -4.508
*
```

***

Computed, not measured: a structure of composition C28H34N3NaO5S4Sb2, with ωB97M-V/def2-TZVPD.

The HOMO-LUMO gap is 4.361 eV. For the HOMO energy, the calculation gives -0.89 eV. The calculation puts the strongest force on any atom at 0.56 eV/A. The calculated total energy is -105129.57538 eV.

ORCA input file:
```
! RIJCOSX wB97M-V def2-TZVPD def2/J DEFGRID3
* xyz -2 1
Na -1.084 1.559 0.238
O -3.610 5.915 5.459
C -3.242 5.112 4.619
S -1.780 4.156 4.739
C -1.927 3.246 3.228
C -3.008 3.548 2.464
S -3.474 2.871 0.918
S -4.086 4.795 3.113
S -0.680 2.072 2.892
C 0.799 -1.349 3.722
Sb 0.547 -1.090 1.596
C 0.011 -3.160 1.292
C 2.711 -1.279 1.178
C 3.145 -2.603 0.652
C 3.375 -3.647 1.549
C 3.731 -4.919 1.129
C 3.869 -5.171 -0.228
C 3.663 -4.139 -1.132
C 3.310 -2.851 -0.724
C 3.111 -1.789 -1.753
Sb 1.012 -1.472 -2.253
C 1.443 -0.352 -4.042
C 0.974 -3.329 -3.411
H 1.454 -2.195 3.937
H -0.177 -1.507 4.182
H 1.213 -0.429 4.134
H 0.670 -3.837 1.834
H 0.063 -3.386 0.226
H -1.019 -3.293 1.627
H 3.180 -1.080 2.143
H 2.927 -0.457 0.500
H 3.260 -3.446 2.610
H 3.897 -5.706 1.856
H 4.144 -6.157 -0.582
H 3.785 -4.326 -2.194
H 3.611 -2.056 -2.686
H 3.453 -0.809 -1.424
H 2.055 -0.953 -4.715
H 1.977 0.555 -3.763
H 0.513 -0.074 -4.537
H 1.829 -3.379 -4.088
H 0.053 -3.377 -3.997
H 0.997 -4.189 -2.741
N -2.571 -0.658 -0.287
C -3.390 -0.887 0.497
N -4.301 -1.213 1.408
C -4.600 -0.218 2.458
C -5.993 0.387 2.253
C -6.343 0.416 0.768
C -6.446 -1.008 0.193
C -5.468 -1.945 0.919
H -3.840 0.560 2.398
H -4.513 -0.712 3.430
H -5.981 1.403 2.651
H -6.753 -0.180 2.804
H -5.555 0.972 0.258
H -7.276 0.956 0.604
H -6.215 -0.994 -0.874
H -7.463 -1.398 0.298
H -5.135 -2.760 0.277
H -5.940 -2.391 1.797
O 0.214 2.232 -1.630
C 1.453 2.093 -1.571
O 2.098 1.099 -1.172
C 2.268 3.283 -2.073
C 1.645 4.506 -2.300
C 2.370 5.600 -2.753
C 3.727 5.482 -3.001
C 4.330 4.256 -2.772
C 3.630 3.157 -2.309
N 5.780 4.130 -3.033
O 6.373 5.119 -3.424
O 6.295 3.044 -2.886
H 0.581 4.567 -2.109
H 1.880 6.552 -2.914
H 4.320 6.311 -3.357
H 4.125 2.216 -2.115
*
```

***

Computed, not measured: the molecule C28H34N4O5, with ωB97M-V/def2-TZVPD.

Its structure (SMILES) is COc1cc2[nH]c(=O)n(Cc3ccc(C(=O)N4CCC(N5CCCCC5)CC4)cc3)c(=O)c2cc1OC. The HOMO-LUMO gap is 8.337 eV. For the HOMO energy, the calculation gives -7.97 eV. The calculation puts the strongest force on any atom at 0.86 eV/A. The calculated total energy is -45787.60746 eV.

ORCA input file:
```
! RIJCOSX wB97M-V def2-TZVPD def2/J DEFGRID3
* xyz 0 1
C -6.122 -2.825 -2.539
O -5.682 -2.857 -1.203
C -5.004 -1.797 -0.713
C -4.694 -0.655 -1.428
C -3.985 0.383 -0.822
N -3.664 1.529 -1.511
C -2.961 2.585 -0.988
O -2.712 3.563 -1.657
N -2.578 2.451 0.331
C -1.800 3.551 0.907
C -0.328 3.312 0.701
C 0.400 2.585 1.635
C 1.741 2.321 1.424
C 2.369 2.774 0.270
C 3.834 2.516 0.075
O 4.681 3.220 0.592
N 4.143 1.466 -0.721
C 3.192 0.522 -1.254
C 3.345 -0.835 -0.561
C 4.786 -1.349 -0.741
N 5.102 -2.647 -0.185
C 4.953 -3.808 -1.032
C 3.569 -4.467 -0.964
C 3.260 -4.836 0.484
C 3.363 -3.592 1.362
C 4.740 -2.934 1.186
C 5.749 -0.289 -0.182
C 5.521 1.054 -0.874
C 1.645 3.511 -0.660
C 0.305 3.775 -0.446
C -2.843 1.355 1.145
O -2.471 1.333 2.301
C -3.587 0.274 0.507
C -3.901 -0.883 1.232
C -4.598 -1.914 0.647
O -4.951 -3.073 1.257
C -4.582 -3.249 2.605
H -5.282 -2.746 -3.237
H -6.821 -2.001 -2.713
H -6.635 -3.771 -2.700
H -4.992 -0.546 -2.458
H -3.949 1.631 -2.475
H -2.116 4.469 0.409
H -2.039 3.586 1.972
H -0.093 2.219 2.524
H 2.306 1.763 2.156
H 2.179 0.905 -1.120
H 3.383 0.407 -2.329
H 2.628 -1.537 -0.990
H 3.123 -0.712 0.500
H 4.977 -1.427 -1.819
H 5.190 -3.529 -2.061
H 5.698 -4.544 -0.704
H 2.809 -3.779 -1.340
H 3.559 -5.357 -1.595
H 2.262 -5.274 0.563
H 3.983 -5.581 0.825
H 2.571 -2.892 1.089
H 3.228 -3.858 2.412
H 4.793 -2.014 1.770
H 5.499 -3.622 1.580
H 5.587 -0.165 0.889
H 6.776 -0.619 -0.333
H 6.147 1.831 -0.431
H 5.750 0.972 -1.943
H 2.136 3.875 -1.551
H -0.262 4.336 -1.174
H -3.571 -0.919 2.258
H -4.961 -4.230 2.886
H -3.494 -3.230 2.728
H -5.032 -2.487 3.247
*
```

***

Computed, not measured: a structure of composition C28H34N7O3RhS, with ωB97M-V/def2-TZVPD.

The HOMO-LUMO gap (alpha / beta) is 4.735 / 4.733 eV. For the HOMO energy (alpha / beta), the calculation gives -12.48 / -12.48 eV. The calculation puts the strongest force on any atom at 2.21 eV/A. The calculated total energy is -59992.24146 eV.

ORCA input file:
```
! RIJCOSX wB97M-V def2-TZVPD def2/J DEFGRID3
* xyz 2 1
Rh 0.203 -0.149 0.409
C 4.869 3.689 -1.367
C 4.762 2.953 -0.039
N 4.136 1.611 -0.177
C 5.045 0.448 -0.178
C 5.664 0.172 -1.539
C 2.833 1.530 -0.327
S 2.144 -0.079 -0.688
N 2.109 2.635 -0.294
C 0.811 2.703 -0.131
O -0.018 1.724 0.065
C 0.199 4.044 -0.126
C 1.005 5.182 -0.121
C 0.426 6.434 -0.026
C -0.955 6.558 0.052
C -1.766 5.428 0.022
C -1.192 4.173 -0.065
H 5.341 4.658 -1.202
H 3.884 3.857 -1.800
H 5.474 3.134 -2.082
H 4.166 3.527 0.665
H 5.747 2.793 0.394
H 4.497 -0.422 0.168
H 5.822 0.658 0.555
H 4.897 -0.022 -2.291
H 6.300 -0.710 -1.466
H 6.283 1.001 -1.876
H 2.079 5.077 -0.184
H 1.048 7.319 -0.006
H -1.404 7.540 0.127
H -2.841 5.533 0.075
H -1.811 3.287 -0.088
N 0.602 -0.460 4.562
C -0.032 0.761 4.480
C -0.182 1.014 3.158
N 0.365 -0.045 2.450
C 0.822 -0.920 3.328
H 0.865 -0.931 5.414
H -0.310 1.330 5.350
H -0.620 1.865 2.666
H 1.301 -1.857 3.100
C -5.577 -5.664 -2.474
C -5.866 -4.605 -1.439
C -4.990 -4.338 -0.400
C -5.262 -3.364 0.559
C -6.433 -2.630 0.484
N -6.802 -1.621 1.424
C -6.103 -1.069 2.459
O -6.609 -0.718 3.496
N -4.715 -0.886 2.272
C -4.025 -0.591 1.109
C -4.630 -0.175 -0.082
C -3.841 0.123 -1.174
C -2.466 0.028 -1.083
N -1.883 -0.378 0.047
C -2.639 -0.684 1.119
C -7.334 -2.905 -0.537
C -7.052 -3.876 -1.481
H -4.579 -6.083 -2.352
H -5.665 -5.258 -3.482
H -6.298 -6.480 -2.400
H -4.081 -4.923 -0.311
H -4.581 -3.229 1.388
H -7.795 -1.473 1.531
H -4.254 -0.687 3.146
H -5.703 -0.066 -0.137
H -4.291 0.444 -2.103
H -1.818 0.281 -1.912
H -2.125 -1.024 2.009
H -8.268 -2.356 -0.588
H -7.774 -4.080 -2.263
O 0.340 -2.338 0.248
H 1.221 -2.660 0.007
H -0.263 -2.646 -0.444
*
```

***

Computed, not measured: a structure of composition C28H35AsNO7RuS4, with ωB97M-V/def2-TZVPD.

The expectation value of S² is 8.7932. The HOMO-LUMO gap (alpha / beta) is 8.089 / 5.877 eV. For the HOMO energy (alpha / beta), the calculation gives -7.97 / -7.99 eV. The calculation puts the strongest force on any atom at 2.70 eV/A. The calculated total energy is -152184.63715 eV.

ORCA input file:
```
! RIJCOSX wB97M-V def2-TZVPD def2/J DEFGRID3
* xyz 0 6
Ru 0.382 -0.360 -0.346
C -3.289 1.104 1.634
C -3.823 -0.260 2.023
S -3.265 -1.658 0.965
C -3.562 -0.932 -0.659
C -2.546 0.792 -1.993
S -1.106 1.888 -1.868
C -1.719 3.052 -0.577
C -1.209 2.807 0.834
S -1.445 1.131 1.534
H -3.703 1.424 0.680
H -3.566 1.833 2.399
H -3.488 -0.534 3.022
H -4.914 -0.238 1.999
H -3.638 -1.757 -1.376
H -4.494 -0.350 -0.655
H -2.480 0.300 -2.971
H -3.466 1.393 -1.933
H -1.367 4.029 -0.906
H -2.805 3.046 -0.612
H -0.128 2.949 0.863
H -1.689 3.511 1.518
O 2.904 -4.458 -1.128
As 1.337 -3.606 -0.817
O 0.879 -4.270 0.583
O 1.886 -2.032 -0.795
C 0.499 -4.198 -2.474
C 0.919 -5.374 -3.075
C 0.368 -5.763 -4.285
C -0.585 -4.975 -4.912
C -1.020 -3.811 -4.302
C -0.475 -3.447 -3.084
S -1.155 -2.013 -2.182
O -0.252 -0.879 -2.576
O -0.864 -2.400 -0.769
O -2.450 -0.112 -0.934
H 3.412 -4.398 -0.317
H 1.682 -5.969 -2.592
H 0.688 -6.688 -4.747
H -1.002 -5.277 -5.863
H -1.775 -3.187 -4.763
C 2.238 -2.734 3.115
C 0.861 -2.597 3.758
C 0.070 -2.008 2.596
O 0.961 -1.075 1.978
C 2.306 -1.495 2.220
H 2.256 -3.635 2.499
H 3.055 -2.762 3.834
H 0.886 -1.898 4.598
H 0.455 -3.550 4.082
H -0.828 -1.459 2.891
H -0.187 -2.801 1.881
H 2.824 -0.666 2.715
H 2.795 -1.705 1.260
C 3.112 2.816 -3.899
C 3.154 3.619 -2.767
C 2.772 3.118 -1.541
C 2.313 1.792 -1.421
C 2.249 1.001 -2.581
C 2.656 1.509 -3.796
N 1.895 1.291 -0.218
C 2.588 1.591 0.912
C 1.941 1.658 2.161
C 2.650 1.907 3.315
C 4.026 2.088 3.275
C 4.684 2.021 2.054
C 3.986 1.790 0.891
H 3.431 3.208 -4.853
H 3.483 4.646 -2.846
H 2.796 3.746 -0.660
H 1.916 -0.028 -2.489
H 2.625 0.880 -4.674
H 0.876 1.483 2.206
H 2.125 1.947 4.258
H 4.582 2.257 4.185
H 5.758 2.141 2.014
H 4.504 1.710 -0.053
*
```

***

Computed, not measured: a structure of composition C28H35BrCeF4IN3OS, with ωB97M-V/def2-TZVPD.

The HOMO-LUMO gap (alpha / beta) is 4.349 / 4.338 eV. For the HOMO energy (alpha / beta), the calculation gives -12.69 / -12.69 eV. The calculation puts the strongest force on any atom at 2.83 eV/A. The calculated total energy is -148883.97285 eV.

ORCA input file:
```
! RIJCOSX wB97M-V def2-TZVPD def2/J DEFGRID3
* xyz 2 1
Ce 0.338 -0.493 0.176
C -0.718 -2.459 -2.334
C -0.704 -3.454 -1.180
N 0.205 -3.104 -0.056
C -0.282 -3.755 1.195
C 0.280 -3.120 2.454
C 1.584 -3.573 -0.300
C 2.391 -2.776 -1.327
N 2.056 -1.354 -1.318
C 2.867 -0.475 -1.946
C 2.438 0.880 -2.003
F 1.213 1.166 -1.439
C 3.143 1.890 -2.596
F 2.644 3.135 -2.621
C 4.390 1.618 -3.158
C 4.878 0.329 -3.107
F 6.072 0.034 -3.630
C 4.151 -0.703 -2.523
F 4.685 -1.938 -2.536
H -1.535 -2.699 -3.015
H 0.200 -2.456 -2.919
H -0.921 -1.431 -1.996
H -0.453 -4.450 -1.572
H -1.716 -3.521 -0.770
H -0.031 -4.823 1.167
H -1.372 -3.681 1.203
H 1.347 -3.290 2.593
H -0.220 -3.532 3.331
H 0.106 -2.032 2.503
H 1.581 -4.626 -0.623
H 2.112 -3.538 0.655
H 2.242 -3.164 -2.347
H 3.450 -2.933 -1.094
H 4.968 2.404 -3.619
C 3.714 -1.004 1.683
C 2.950 0.159 2.200
C 3.351 1.111 3.111
C 2.277 2.010 3.276
C 1.256 1.580 2.458
C -0.093 2.178 2.221
N 1.648 0.424 1.780
H 4.621 -1.144 2.269
H 4.027 -0.880 0.642
H 3.151 -1.939 1.761
H 4.303 1.149 3.608
H 2.253 2.868 3.923
H -0.341 2.891 3.005
H -0.901 1.425 2.237
H -0.151 2.724 1.269
O -1.931 -1.074 0.728
S -3.288 -1.724 1.073
C -4.119 -0.561 2.183
C -5.527 -0.377 1.626
C -5.361 -0.253 0.119
C -4.428 -1.392 -0.296
H -3.526 0.352 2.108
H -4.068 -0.954 3.194
H -5.988 0.506 2.069
H -6.156 -1.230 1.884
H -4.915 0.710 -0.128
H -6.308 -0.326 -0.412
H -3.812 -1.213 -1.181
H -4.966 -2.330 -0.443
Br -4.048 3.875 0.649
C -2.589 4.458 -0.394
C -2.347 5.826 -0.451
C -1.284 6.313 -1.193
C -0.456 5.443 -1.886
C -0.689 4.079 -1.839
C -1.752 3.597 -1.092
I -2.096 1.543 -1.003
H -2.996 6.500 0.088
H -1.110 7.376 -1.229
H 0.366 5.829 -2.470
H -0.062 3.399 -2.395
*
```

***

Q: Which value of strongest force on any atom does entry 5 give?
A: 2.70 eV/A

***

Repeat the fourth record exactly.
Computed, not measured: a structure of composition C28H34N7O3RhS, with ωB97M-V/def2-TZVPD.

The HOMO-LUMO gap (alpha / beta) is 4.735 / 4.733 eV. For the HOMO energy (alpha / beta), the calculation gives -12.48 / -12.48 eV. The calculation puts the strongest force on any atom at 2.21 eV/A. The calculated total energy is -59992.24146 eV.

ORCA input file:
```
! RIJCOSX wB97M-V def2-TZVPD def2/J DEFGRID3
* xyz 2 1
Rh 0.203 -0.149 0.409
C 4.869 3.689 -1.367
C 4.762 2.953 -0.039
N 4.136 1.611 -0.177
C 5.045 0.448 -0.178
C 5.664 0.172 -1.539
C 2.833 1.530 -0.327
S 2.144 -0.079 -0.688
N 2.109 2.635 -0.294
C 0.811 2.703 -0.131
O -0.018 1.724 0.065
C 0.199 4.044 -0.126
C 1.005 5.182 -0.121
C 0.426 6.434 -0.026
C -0.955 6.558 0.052
C -1.766 5.428 0.022
C -1.192 4.173 -0.065
H 5.341 4.658 -1.202
H 3.884 3.857 -1.800
H 5.474 3.134 -2.082
H 4.166 3.527 0.665
H 5.747 2.793 0.394
H 4.497 -0.422 0.168
H 5.822 0.658 0.555
H 4.897 -0.022 -2.291
H 6.300 -0.710 -1.466
H 6.283 1.001 -1.876
H 2.079 5.077 -0.184
H 1.048 7.319 -0.006
H -1.404 7.540 0.127
H -2.841 5.533 0.075
H -1.811 3.287 -0.088
N 0.602 -0.460 4.562
C -0.032 0.761 4.480
C -0.182 1.014 3.158
N 0.365 -0.045 2.450
C 0.822 -0.920 3.328
H 0.865 -0.931 5.414
H -0.310 1.330 5.350
H -0.620 1.865 2.666
H 1.301 -1.857 3.100
C -5.577 -5.664 -2.474
C -5.866 -4.605 -1.439
C -4.990 -4.338 -0.400
C -5.262 -3.364 0.559
C -6.433 -2.630 0.484
N -6.802 -1.621 1.424
C -6.103 -1.069 2.459
O -6.609 -0.718 3.496
N -4.715 -0.886 2.272
C -4.025 -0.591 1.109
C -4.630 -0.175 -0.082
C -3.841 0.123 -1.174
C -2.466 0.028 -1.083
N -1.883 -0.378 0.047
C -2.639 -0.684 1.119
C -7.334 -2.905 -0.537
C -7.052 -3.876 -1.481
H -4.579 -6.083 -2.352
H -5.665 -5.258 -3.482
H -6.298 -6.480 -2.400
H -4.081 -4.923 -0.311
H -4.581 -3.229 1.388
H -7.795 -1.473 1.531
H -4.254 -0.687 3.146
H -5.703 -0.066 -0.137
H -4.291 0.444 -2.103
H -1.818 0.281 -1.912
H -2.125 -1.024 2.009
H -8.268 -2.356 -0.588
H -7.774 -4.080 -2.263
O 0.340 -2.338 0.248
H 1.221 -2.660 0.007
H -0.263 -2.646 -0.444
*
```

***

Q: calculated total energy of number 6 (C28H35BrCeF4IN3OS)?
A: -148883.97285 eV